C28H66F4N2O27P4PtS4 as an isolated structure at a distorted geometry, computed with ωB97M-V/def2-TZVPD.

Each line ends with the Mulliken charge.
Element x y z (Å)
O (-12.9504, 5.4578, 15.0887)  -0.0840
H (-8.4177, 6.5564, 25.3547)  0.2165
C (-6.1700, 3.2327, 20.7706)  0.4617
C (-15.2105, 11.4360, 26.2754)  -1.4871
H (-8.1580, 14.5991, 19.2777)  0.3179
H (-10.9983, 7.3163, 29.8294)  0.3277
O (-9.2494, 8.1435, 19.6047)  -0.4613
H (-7.6166, 8.8290, 23.7448)  -0.2732
C (-7.8185, 2.5504, 22.1150)  0.6724
F (-10.9504, 12.1775, 23.6100)  -0.6334
H (-11.3461, 6.2672, 28.4407)  0.3517
C (-6.7143, 4.2176, 19.8547)  -0.8498
O (-11.2466, 13.9126, 22.0247)  -0.6944
H (-13.6873, 7.1039, 22.2834)  -0.2744
H (-16.4788, 11.2810, 20.9814)  0.2807
O (-13.5208, 3.1335, 16.1427)  -0.8309
O (-10.1798, 9.2101, 24.2135)  0.9044
O (-11.2882, 6.8942, 18.8839)  -0.2646
C (-14.4347, 5.6588, 12.4297)  -1.0314
O (-14.3841, 12.9509, 20.9278)  -0.6641
H (-16.3762, 5.1802, 13.2848)  0.4296
H (-7.4104, 14.9199, 24.2250)  0.3551
O (-12.3012, 12.9946, 19.5435)  -0.6772
H (-7.2531, 14.3690, 20.7098)  0.1479
H (-7.5851, 8.1484, 21.6175)  -0.5142
H (-13.4758, 7.0296, 24.8009)  0.0891
H (-6.1791, 13.2704, 23.1449)  0.3815
O (-14.7638, 4.0961, 14.2031)  -0.3650
P (-13.9930, 4.3935, 15.5433)  0.8973
H (-17.0253, 8.5904, 19.9455)  0.3487
O (-8.1368, 8.8023, 25.8549)  -0.4534
C (-7.1482, 12.6284, 19.4173)  -0.1988
F (-10.4018, 6.6667, 23.4011)  -0.0817
H (-9.5915, 8.7779, 28.5279)  0.2903
H (-13.0136, 8.0178, 16.3620)  0.2470
S (-10.5915, 6.3821, 21.8156)  0.3846
H (-15.4284, 6.9022, 18.7136)  0.1451
O (-7.9744, 12.6883, 22.3472)  0.0686
H (-14.7396, 6.6057, 11.9842)  0.3665
H (-5.9653, 8.0070, 22.3624)  0.3717
O (-11.5426, 5.2996, 21.7890)  -0.5669
C (-6.0842, 9.6115, 20.9502)  -0.5671
O (-7.1289, 2.2355, 21.0186)  -0.3938
O (-13.1308, 9.3315, 23.2600)  0.0987
H (-9.0151, 7.3348, 27.9267)  0.3733
H (-11.7151, 10.5173, 27.3808)  0.2381
C (-15.3112, 4.8632, 17.7900)  -0.6860
H (-6.3858, 8.6245, 25.0000)  0.4133
P (-8.0811, 11.3470, 21.5039)  -0.9708
C (-7.2873, 14.0682, 19.6627)  -1.1209
C (-15.3293, 5.2066, 13.5870)  -0.2128
C (-12.0980, 5.9738, 16.1145)  -0.0634
C (-6.5124, 8.2471, 21.4508)  -0.1795
C (-5.8736, 3.7842, 22.1221)  -0.1623
C (-16.3118, 10.2166, 21.1471)  -0.4101
C (-14.9156, 5.9504, 18.8527)  0.1551
H (-7.8829, 13.7388, 25.4089)  0.3694
H (-12.3358, 5.6812, 17.1372)  0.1174
C (-7.1729, 12.9844, 23.4893)  0.0021
H (-10.9280, 13.3824, 26.6747)  0.3116
C (-15.1545, 10.2040, 25.3784)  0.2479
H (-14.2862, 9.6135, 25.6709)  -0.0567
S (-12.0647, 12.8617, 22.6387)  0.7616
H (-11.0827, 5.6268, 15.9226)  0.3133
O (-6.6532, 10.5755, 21.8100)  -0.2762
O (-15.4508, 10.3589, 23.9949)  -0.3701
H (-15.8883, 9.4934, 25.7587)  0.2877
H (-7.0874, 12.0354, 24.0186)  0.0047
C (-11.1418, 12.6188, 27.4225)  -1.5003
H (-6.5642, 6.4596, 25.0146)  0.3904
O (-10.4686, 8.2465, 26.6542)  0.3676
O (-8.7522, 1.9612, 22.5856)  -0.5587
H (-13.0113, 5.5277, 23.9606)  0.2370
H (-4.9987, 9.7057, 20.9204)  0.4269
H (-13.4533, 5.9331, 12.8166)  0.2408
H (-5.9675, 4.8298, 19.3492)  0.3836
H (-12.1797, 12.8184, 27.6892)  0.3945
O (-14.9759, 9.7569, 21.4576)  0.4282
S (-10.6452, 7.7938, 19.8202)  -0.1249
H (-7.5922, 6.5318, 23.7368)  -0.2731
F (-11.4918, 9.1666, 19.4705)  -0.2285
H (-5.0084, 3.2816, 22.5545)  0.3127
H (-7.3604, 4.9416, 20.3510)  -0.1647
C (-13.8385, 6.1959, 24.1998)  -0.9712
H (-7.0089, 12.4147, 18.3576)  0.3865
H (-14.9459, 5.9977, 22.4329)  0.4312
H (-6.4334, 14.6187, 19.2678)  0.4069
C (-7.5477, 6.8634, 24.7742)  -0.3175
C (-16.5845, 9.5793, 19.8194)  -1.1354
H (-6.2547, 9.7101, 19.8781)  0.3503
H (-5.3456, 2.6528, 20.3556)  0.3408
H (-5.7459, 4.8648, 22.0584)  0.0874
H (-11.4316, 7.8028, 16.8781)  0.2067
O (-15.0570, 5.2213, 16.4206)  -0.2560
O (-13.1103, 13.1243, 23.6100)  -0.6964
H (-11.6543, 11.2518, 25.7824)  -0.4153
S (-13.0884, 12.3447, 20.5584)  0.8864
H (-15.2430, 11.3264, 27.3594)  0.4083
O (-7.0856, 3.4785, 22.8710)  -0.3315
H (-14.6326, 5.5795, 24.6212)  0.4002
H (-13.8629, 6.1995, 18.7184)  -0.3826
H (-7.3434, 3.7963, 19.0705)  0.3548
H (-14.3533, 4.9265, 11.6265)  0.2702
H (-12.0061, 7.6984, 28.2841)  0.2421
N (-11.0598, 7.8188, 21.5352)  -0.2245
H (-14.6135, 12.3141, 26.0294)  0.2728
O (-9.2870, 10.5662, 21.8384)  1.0042
H (-6.2616, 12.4415, 20.0232)  0.2503
O (-8.1670, 11.8532, 19.9264)  -0.2258
C (-11.1518, 11.2035, 26.7484)  0.7566
P (-9.7053, 9.2502, 25.6661)  -0.8113
H (-15.5082, 6.0278, 14.2812)  0.1895
F (-13.5618, 11.0619, 19.6852)  -0.2091
H (-16.3861, 5.0061, 17.9012)  0.3043
H (-11.6588, 7.9646, 15.1612)  0.4230
H (-17.2362, 10.1444, 19.1531)  0.4085
H (-15.1039, 3.8048, 17.9478)  0.4828
O (-9.8303, 10.6681, 26.4657)  -0.4444
N (-12.1403, 11.5991, 21.8659)  -0.3553
Pt (-11.2851, 9.7581, 22.3518)  3.5545
C (-7.9545, 13.9836, 24.3492)  -1.1687
H (-15.6534, 9.4375, 19.2707)  0.1032
H (-6.4279, 7.4306, 20.7337)  0.2585
C (-12.0920, 7.5214, 16.0579)  -1.0435
O (-9.1826, 6.0450, 21.4486)  -0.3489
P (-14.6146, 9.3827, 23.0106)  -0.7758
C (-9.9103, 7.9554, 27.8875)  -0.4007
H (-10.5116, 12.6243, 28.3118)  0.3956
O (-15.3002, 7.9364, 23.2300)  -0.2651
H (-16.2560, 11.7276, 26.1757)  0.4294
H (-17.0944, 9.8768, 21.8254)  0.3636
C (-14.4652, 6.8047, 22.9859)  0.3520
H (-14.9253, 5.5140, 19.8515)  0.2310
H (-9.0228, 14.0459, 24.1420)  0.2211
C (-11.1085, 7.2865, 28.7454)  -1.1724
C (-7.3977, 8.3520, 24.7002)  -0.0275

Electronic energy   -182983.6788 eV
Kohn-Sham gap (spin up / spin down)   3.05 / 7.28 eV
2S+1   4
Total charge   -1